1.
{"formula": "C2H8NO3PS", "method": "ωB97M-V with the def2-TZVPD basis set", "e_above_lowest_kcal_mol": 86.4, "homo_ev": [-8.41, -8.41], "orbital_gap_ev": [7.50, 7.51], "energy_ev": -29958.419, "max_force_ev_per_a": 3.555, "elements": ["C", "C", "N", "O", "O", "O", "P", "S", "H", "H", "H", "H", "H", "H", "H", "H"], "coordinates": [[2.7727, -0.4290, -0.0973], [-0.7613, 1.9901, -0.0389], [-0.9078, -1.4805, -0.1525], [-3.7592, -0.4998, 1.5550], [1.5456, -1.0246, -0.0718], [0.0281, 0.8618, 0.4037], [0.2388, -0.3615, -0.7086], [-3.4634, -0.8757, 0.1372], [2.7126, 0.5963, 0.2928], [2.9516, -0.2819, -1.1911], [3.5657, -1.1384, 0.2466], [-0.7101, 2.6069, 0.7977], [-1.8106, 1.7261, -0.1827], [-0.3384, 2.5195, -0.8725], [-1.2901, -2.1888, -0.9103], [-0.7740, -2.0207, 0.7926]], "forces_ev_per_angstrom": [[1.6, 0.9, -2.4], [0.0, -1.3, 0.3], [-0.8, -3.5, 0.1], [0.2, -0.2, -0.7], [-1.5, -1.8, 1.5], [0.1, -0.6, -1.1], [-0.8, 0.8, 0.1], [-0.6, 0.3, 0.8], [0.6, -0.5, 0.7], [0.7, 0.1, 0.5], [-0.8, 1.0, 0.3], [-0.1, 1.4, 1.3], [0.1, -0.1, -0.3], [0.2, -0.1, -0.6], [1.3, 2.0, 2.1], [-0.1, 1.5, -2.4]], "mulliken_charge": [-0.617, -0.626, -0.504, -0.346, -0.158, -0.257, 0.034, 0.281, 0.265, 0.279, 0.240, 0.254, 0.232, 0.311, 0.332, 0.280]}


2.
{"formula": "C21H28N2O3S", "method": "ωB97M-V with the def2-TZVPD basis set", "e_above_lowest_kcal_mol": 20.7, "homo_ev": -9.18, "orbital_gap_ev": 9.62, "energy_ev": -42190.454, "max_force_ev_per_a": 0.928, "elements": ["C", "H", "H", "H", "C", "C", "H", "H", "H", "C", "N", "S", "O", "O", "C", "C", "C", "C", "C", "C", "H", "H", "C", "H", "H", "C", "C", "O", "N", "H", "C", "H", "H", "C", "C", "C", "C", "C", "C", "C", "H", "H", "H", "H", "H", "H", "H", "H", "H", "H", "H", "H", "H", "H", "H"], "coordinates": [[3.8683, 0.9563, -1.4327], [4.3462, 1.9339, -1.4285], [4.2112, 0.4088, -2.3073], [4.1741, 0.4151, -0.5414], [2.3490, 1.1004, -1.4483], [1.8786, 1.8521, -0.2061], [0.7927, 1.9206, -0.1751], [2.2990, 2.8560, -0.1796], [2.1994, 1.3055, 0.6762], [1.9110, 1.8004, -2.7441], [0.4891, 1.9934, -2.8965], [-0.4438, 0.7410, -3.4541], [-1.7727, 1.2686, -3.5677], [0.2008, 0.1998, -4.6130], [-0.4451, -0.4959, -2.1566], [-1.0859, -0.2030, -0.9707], [-1.0266, -1.1076, 0.0738], [-0.3403, -2.3062, -0.0721], [0.2735, -2.5964, -1.2865], [0.2263, -1.6900, -2.3305], [0.7046, -1.8821, -3.2779], [0.7971, -3.5330, -1.4113], [-0.2203, -3.2557, 1.0862], [-0.9909, -3.0323, 1.8267], [-0.3576, -4.2839, 0.7445], [1.1709, -3.1324, 1.7293], [1.4344, -1.7087, 2.1948], [2.1230, -0.9264, 1.5740], [0.8333, -1.3881, 3.3614], [0.3036, -2.0856, 3.8596], [1.0232, -0.1122, 4.0119], [1.7338, -0.2238, 4.8416], [1.4639, 0.5509, 3.2649], [-0.2889, 0.4647, 4.5501], [-1.2659, 0.8114, 3.4607], [-2.4626, 0.1207, 3.3270], [-3.3710, 0.4631, 2.3384], [-3.0904, 1.5016, 1.4679], [-1.8947, 2.1911, 1.5889], [-0.9901, 1.8483, 2.5767], [-0.0647, 2.3974, 2.6713], [-1.6727, 3.0075, 0.9168], [-3.7995, 1.7719, 0.7000], [-4.2997, -0.0815, 2.2496], [-2.6944, -0.6869, 4.0084], [-0.0474, 1.3668, 5.1170], [-0.7409, -0.2530, 5.2392], [1.9334, -3.3816, 0.9910], [1.2537, -3.8228, 2.5711], [-1.5132, -0.8765, 1.0088], [-1.6295, 0.7236, -0.8764], [0.0402, 2.4953, -2.1483], [2.2115, 1.2078, -3.6104], [2.3923, 2.7822, -2.8107], [1.9109, 0.0994, -1.4215]], "forces_ev_per_angstrom": [[-0.3, -0.1, 0.0], [0.1, 0.1, 0.0], [0.1, -0.1, -0.1], [0.1, 0.0, 0.1], [0.1, 0.2, 0.0], [0.1, -0.2, -0.2], [-0.2, 0.0, 0.1], [0.1, 0.2, 0.0], [0.0, 0.0, 0.1], [0.5, -0.4, 0.1], [-0.7, -0.5, -0.4], [-0.2, 0.5, 0.1], [0.0, 0.0, 0.3], [0.3, -0.2, 0.3], [0.0, 0.3, -0.5], [-0.1, 0.0, 0.0], [0.0, 0.0, -0.1], [-0.1, -0.1, -0.1], [-0.1, 0.1, 0.0], [0.1, -0.1, -0.1], [0.1, -0.1, -0.1], [0.1, -0.1, 0.0], [0.2, 0.0, 0.0], [0.0, -0.1, 0.0], [-0.1, 0.0, 0.1], [0.0, 0.1, -0.1], [0.1, -0.6, 0.0], [0.3, 0.2, -0.3], [-0.3, 0.1, 0.4], [0.1, -0.1, -0.1], [0.1, 0.2, 0.2], [0.0, 0.1, -0.1], [0.0, 0.0, 0.1], [0.2, -0.1, -0.2], [0.0, -0.1, 0.1], [0.0, 0.0, 0.0], [-0.1, 0.0, 0.0], [-0.1, 0.0, 0.0], [0.0, 0.1, 0.0], [0.0, -0.1, 0.0], [0.1, 0.1, 0.0], [0.0, 0.1, -0.1], [-0.1, 0.0, -0.1], [-0.1, 0.0, 0.0], [0.0, -0.1, 0.1], [0.0, -0.1, 0.1], [0.0, 0.1, 0.1], [0.0, 0.0, 0.1], [0.0, 0.0, 0.0], [-0.1, 0.0, 0.1], [-0.1, 0.1, 0.1], [-0.2, 0.1, 0.1], [0.2, 0.1, 0.0], [0.0, -0.1, -0.1], [0.1, 0.1, 0.0]], "mulliken_charge": [-1.793, 0.384, 0.456, 0.363, 2.415, -1.238, 0.032, 0.455, 0.316, -1.501, -0.219, 1.332, -0.715, -0.708, -0.361, -0.692, 0.197, 0.265, -0.255, -0.478, 0.540, 0.453, -1.234, 0.364, 0.442, -0.842, 0.385, -0.596, -0.005, 0.302, -0.535, 0.344, 0.181, -1.420, 0.641, -0.403, -0.574, -0.456, -0.570, -0.018, 0.443, 0.411, 0.370, 0.387, 0.344, 0.406, 0.389, 0.414, 0.429, -0.017, 0.674, 0.338, 0.463, 0.347, -0.653]}


3.
{"formula": "C21H43CeN2P3Se", "method": "ωB97M-V with the def2-TZVPD basis set", "e_above_lowest_kcal_mol": 0.0, "homo_ev": [-15.29, -15.29], "spin_multiplicity": 2, "orbital_gap_ev": [5.41, 5.48], "charge": 3, "energy_ev": -131570.893, "max_force_ev_per_a": 4.875, "elements": ["Ce", "P", "P", "P", "H", "C", "C", "H", "C", "C", "C", "C", "C", "C", "C", "C", "C", "H", "H", "H", "H", "H", "H", "H", "H", "H", "H", "H", "H", "H", "H", "H", "H", "H", "H", "H", "H", "H", "H", "H", "H", "H", "H", "H", "H", "H", "C", "C", "C", "C", "C", "C", "Se", "H", "H", "H", "H", "H", "H", "C", "C", "N", "C", "C", "N", "H", "H", "H", "H", "H", "H"], "coordinates": [[-0.0668, -0.2972, 1.0479], [0.2924, -2.7042, -0.5064], [2.7198, 0.0283, 0.0867], [-2.6915, -0.2656, -0.1096], [0.4275, 3.5844, 0.4850], [-0.3076, 2.9160, 0.9777], [0.1292, 1.8489, 1.7630], [1.2408, 1.6438, 1.8823], [0.3468, -2.6824, -2.3376], [1.7711, -3.6660, -0.0071], [-1.0707, -3.8795, -0.1299], [3.4238, 1.7243, 0.1424], [3.9819, -0.8686, 1.0923], [3.3195, -0.4904, -1.5760], [-3.7192, 1.2388, 0.0562], [-3.6676, -1.4763, 0.8779], [-3.1774, -0.8790, -1.7648], [-1.3370, 3.3109, 1.0763], [-0.6168, 1.3359, 2.4560], [0.4889, -3.6910, -2.7665], [1.1712, -2.0186, -2.6423], [-0.5870, -2.2366, -2.7091], [1.6800, -4.7269, -0.2717], [1.8788, -3.5555, 1.0839], [2.6725, -3.2612, -0.4726], [-0.7647, -4.9261, -0.2182], [-1.9106, -3.6966, -0.8042], [-1.4123, -3.6700, 0.8954], [4.5009, 1.6404, -0.0828], [3.2777, 2.1782, 1.1320], [2.9251, 2.3667, -0.5940], [4.9806, -0.6140, 0.7007], [3.8088, -1.9515, 1.0444], [3.8993, -0.5506, 2.1378], [4.3493, -0.1068, -1.6939], [2.6710, -0.0643, -2.3576], [3.3133, -1.5846, -1.6747], [-4.7704, 1.0494, -0.2193], [-3.2700, 2.0164, -0.5731], [-3.6821, 1.5861, 1.0991], [-4.7382, -1.3666, 0.6287], [-3.4979, -1.2823, 1.9371], [-3.3121, -2.4862, 0.6377], [-4.2674, -0.7542, -1.8704], [-2.9071, -1.9336, -1.9090], [-2.6727, -0.2949, -2.5486], [-0.2361, 3.4041, -3.4846], [0.4324, 4.3313, -2.6605], [0.3010, 5.6959, -2.8821], [-0.5576, 6.1665, -3.9009], [-1.2055, 5.2379, -4.7213], [-1.0427, 3.8582, -4.5419], [0.0609, 1.5399, -3.1390], [-1.2658, 1.0486, -3.6342], [1.0127, 3.9628, -1.8196], [0.8293, 6.4103, -2.2380], [-0.7586, 7.2435, -4.0108], [-1.8824, 5.5947, -5.4911], [-1.5650, 3.1316, -5.1656], [0.1722, -3.6728, 3.6141], [0.0873, -2.2934, 4.1140], [0.0320, -1.1156, 3.4480], [-0.0145, -0.1137, 4.4551], [0.0107, -0.6977, 5.6729], [0.0661, -2.0703, 5.4381], [1.0977, -4.1254, 4.0025], [0.1738, -3.6690, 2.5261], [-0.6830, -4.2519, 3.9949], [-0.0582, 0.9436, 4.2205], [-0.0157, -0.2707, 6.6510], [0.1863, -2.7757, 6.1515]], "forces_ev_per_angstrom": [[0.5, -3.5, -0.6], [0.1, -1.5, -1.3], [1.8, -0.1, -0.6], [-2.2, -0.6, -0.7], [-0.6, -0.8, -0.1], [1.1, -0.7, 2.4], [-0.9, 4.8, -0.1], [-1.2, 0.2, 0.0], [0.1, 0.3, 0.0], [0.0, 0.2, 0.4], [-0.1, 0.4, 0.4], [-0.3, 0.1, 0.1], [-0.5, 0.1, 0.3], [-0.5, 0.1, -0.2], [0.4, 0.3, 0.2], [0.4, 0.1, 0.0], [0.4, 0.3, -0.5], [0.6, -0.6, -0.4], [0.9, 1.5, -0.4], [-0.1, 0.5, 0.2], [-0.3, -0.3, -0.1], [0.2, -0.2, 0.0], [0.0, 0.3, 0.1], [0.1, -0.3, -0.3], [-0.1, -0.1, 0.0], [0.0, 0.2, 0.0], [0.1, -0.1, 0.0], [0.0, -0.4, -0.2], [-0.5, 0.2, 0.1], [0.2, -0.1, -0.2], [0.2, -0.1, 0.0], [-0.4, -0.2, 0.2], [0.2, 0.3, 0.0], [0.2, -0.1, -0.1], [-0.5, -0.2, 0.0], [0.3, -0.1, 0.1], [0.1, 0.4, 0.0], [0.5, 0.0, 0.0], [-0.3, 0.0, 0.0], [-0.1, 0.0, -0.2], [0.5, -0.1, 0.2], [-0.3, -0.1, 0.2], [-0.3, 0.2, 0.1], [0.4, -0.1, 0.0], [-0.1, 0.3, 0.1], [-0.3, -0.2, 0.2], [-0.1, 1.1, -0.1], [-0.4, -0.5, -0.3], [-0.4, 0.5, -0.3], [0.2, -0.4, 0.4], [0.0, 0.0, 0.2], [0.3, -0.2, 0.7], [-0.6, -0.4, 0.0], [0.6, 0.3, 0.2], [0.2, 0.1, -0.1], [-0.3, -0.3, -0.3], [0.3, -0.7, 0.0], [0.1, -0.1, 0.0], [0.1, 0.3, 0.0], [0.0, -0.3, -0.1], [-0.1, 1.2, 0.5], [-0.1, -0.3, 0.5], [0.0, -0.5, -0.3], [0.0, -0.6, -0.5], [0.2, 1.2, -0.2], [-0.3, 0.0, -0.3], [0.0, -0.3, 0.1], [0.3, 0.1, -0.3], [0.1, -0.3, 0.3], [0.0, 0.0, 0.3], [-0.1, 0.0, 0.0]], "mulliken_charge": [-0.059, 0.755, 0.930, 0.916, 0.227, -0.653, 0.291, 0.517, -1.016, -1.266, -1.266, -1.171, -1.337, -1.135, -1.145, -1.293, -0.906, 0.312, -0.192, 0.444, 0.261, 0.287, 0.555, 0.340, 0.337, 0.534, 0.388, 0.356, 0.483, 0.444, 0.311, 0.448, 0.332, 0.409, 0.508, 0.195, 0.393, 0.467, 0.345, 0.365, 0.441, 0.421, 0.288, 0.455, 0.288, 0.046, 0.447, -0.093, -0.593, -0.519, -0.484, -0.436, 0.057, 0.038, 0.131, 0.374, 0.389, 0.383, 0.422, -0.846, 0.214, 0.243, -0.421, -0.762, 0.001, 0.403, -0.263, 0.398, 0.600, 0.432, 0.233]}


4.
{"formula": "C4H9NO", "method": "ωB97M-V with the def2-TZVPD basis set", "e_above_lowest_kcal_mol": 81.7, "homo_ev": -9.27, "orbital_gap_ev": 10.21, "energy_ev": -7828.778, "max_force_ev_per_a": 4.462, "elements": ["C", "C", "C", "C", "N", "O", "H", "H", "H", "H", "H", "H", "H", "H", "H"], "coordinates": [[-1.4168, 0.1848, 0.2231], [-2.6297, -0.7048, 0.0477], [1.9731, 0.0281, 0.0314], [0.9314, 0.2417, -1.1216], [-1.1177, 1.1416, 0.9098], [-0.1560, -0.5520, -1.0242], [-2.4805, -1.2000, -0.8784], [-2.6217, -1.3932, 0.8883], [-3.3928, -0.0116, -0.0058], [1.4087, 0.4273, 1.0595], [2.1173, -1.0308, 0.0840], [2.8610, 0.5273, -0.1969], [1.4231, 0.1372, -2.0932], [0.5652, 1.3015, -1.1270], [-0.2028, 1.5809, 0.6588]], "forces_ev_per_angstrom": [[1.6, -2.0, -2.1], [3.3, 0.2, 0.7], [-4.1, 0.8, 1.5], [0.9, 1.7, 0.8], [0.8, 0.6, -0.7], [-3.3, 0.1, 2.1], [-0.1, -0.6, -0.7], [-0.5, 0.0, 0.0], [-2.2, 0.9, 0.2], [2.0, -1.2, -2.5], [0.2, -0.6, 0.4], [1.5, 0.9, 0.1], [0.0, -0.3, -0.1], [0.6, -0.1, 0.1], [-0.7, -0.4, 0.4]], "mulliken_charge": [0.739, -0.927, -0.772, -0.578, -0.558, -0.556, 0.276, 0.271, 0.344, 0.157, 0.247, 0.372, 0.353, 0.333, 0.300]}